# 1
Formula: C20H66FeN2O19
Source: the OMol25 dataset
Level of theory: ωB97M-V with the def2-TZVPD basis set

Structure (XYZ):
```
108
Properties=species:S:1:pos:R:3:lowdin_charge:R:1
Fe -0.0012 -0.0037 0.2455 1.207
N 1.1919 2.5981 -0.2586 -0.467
O 1.0093 3.6047 -0.9636 0.062
O 2.1857 2.1604 0.2611 0.062
O 0.0429 2.0393 0.1210 -0.154
N -0.3415 -2.9494 0.6846 -0.543
O -0.8585 -1.8497 0.2722 -0.128
O -1.0777 -3.9063 0.7817 0.069
O 0.8417 -2.9144 0.9353 0.060
C 0.6896 -4.4600 -2.1080 -0.054
C -0.2258 -3.4306 -2.7491 -0.211
O 0.5517 -2.2238 -3.0580 -0.100
H 1.3343 -4.0205 -1.3735 0.053
H 1.2727 -4.9595 -2.9022 0.092
H 0.1431 -5.2058 -1.5217 0.085
H -0.9831 -3.0323 -2.0978 0.086
H -0.7016 -3.7535 -3.6514 0.116
H 0.1747 -1.7337 -3.8172 0.086
C 2.7537 0.2535 -2.9232 -0.062
C 2.6368 -0.4469 -1.6172 -0.234
O 1.2247 -0.5374 -1.2941 -0.175
H 2.2476 -0.2330 -3.7483 0.061
H 3.7019 0.4831 -3.3570 0.084
H 2.2383 1.2145 -2.8821 0.084
H 3.1547 0.1401 -0.8617 0.099
H 3.1600 -1.3948 -1.6802 0.125
H 0.8347 -1.1684 -2.0130 0.063
C -2.2708 2.2128 2.8854 -0.054
C -2.3069 1.4543 1.6165 -0.276
O -1.3916 0.3775 1.6820 -0.156
H -2.7347 1.6473 3.7301 0.094
H -2.8744 3.1256 2.8656 0.092
H -1.2752 2.4659 3.2533 0.072
H -1.9979 2.0356 0.7863 0.082
H -3.3251 1.1368 1.3604 0.131
H -1.8563 -0.4636 1.9734 0.043
C 1.3722 6.1733 2.8179 -0.075
C 0.2400 5.1447 2.7427 -0.314
O -0.8881 5.3879 1.8912 -0.091
H 1.0542 7.2243 2.9615 0.089
H 2.0610 6.1589 1.9599 0.075
H 1.9643 5.8519 3.6406 0.057
H -0.1851 4.8996 3.7243 0.109
H 0.6138 4.1485 2.4376 0.088
H -0.6456 5.9625 1.1613 0.076
C -0.4698 -4.1070 4.4808 -0.092
C 0.6696 -4.9594 5.1058 -0.303
O 0.5345 -5.0894 6.5525 -0.110
H -1.4336 -4.4532 4.8386 0.068
H -0.3941 -4.2149 3.3583 0.071
H -0.3621 -3.0422 4.6995 0.063
H 1.6447 -4.4957 4.8601 0.109
H 0.5922 -5.9231 4.5816 0.105
H 1.3495 -5.6148 6.8103 0.107
C -3.4691 -1.9325 3.5469 -0.094
O -2.4970 -1.6535 2.5505 -0.111
H -3.1733 -1.7213 4.5627 0.087
H -4.4290 -1.4523 3.2865 0.079
H -3.7775 -2.9722 3.5263 0.093
H -2.4290 -2.4923 2.0908 0.075
C 1.5340 0.6597 2.7518 -0.028
O 1.4472 -0.2710 1.6275 -0.212
H 2.5649 0.7427 3.0685 0.095
H 1.1711 1.5701 2.3279 0.043
H 0.7854 0.3389 3.4789 0.102
H 2.3173 -0.7422 1.4982 0.065
C -5.8618 -2.3822 0.0301 -0.167
O -5.2978 -1.4053 0.8480 -0.144
H -6.1207 -1.9422 -0.9586 0.085
H -5.1060 -3.1469 -0.1549 0.082
H -6.7584 -2.8279 0.4629 0.082
H -5.9750 -0.7915 1.1776 0.095
C -2.8244 -0.0832 -1.6411 -0.045
O -1.4299 0.3400 -1.4381 -0.209
H -2.6307 -1.1190 -2.0331 0.101
H -3.5324 -0.0431 -0.7952 0.083
H -3.2348 0.4456 -2.4942 0.078
H -1.4373 1.2604 -1.7708 0.032
C 5.8684 1.8710 0.4808 -0.138
O 5.1672 1.6186 1.6827 -0.133
H 5.2504 2.1248 -0.3862 0.082
H 6.6310 2.6077 0.6720 0.076
H 6.4888 0.9581 0.2681 0.089
H 4.7483 2.4291 1.9906 0.092
C -2.8997 3.6716 -2.2563 -0.099
O -1.7221 2.8947 -2.1173 -0.154
H -2.7810 4.2986 -3.1352 0.084
H -3.6978 2.9344 -2.4740 0.092
H -3.1251 4.2830 -1.4024 0.082
H -1.0338 3.4644 -1.7459 0.069
C 5.0049 -1.8274 1.1101 -0.041
O 3.9037 -1.0185 1.7476 -0.148
H 5.7190 -1.2466 0.4787 0.080
H 5.5578 -2.2607 1.8986 0.067
H 4.5381 -2.5506 0.3935 0.095
H 4.4082 -0.2163 1.9085 0.036
C 0.1129 1.4036 -7.1162 -0.046
C 0.1156 0.7227 -5.7727 -0.424
C -1.1498 1.0451 -4.9331 -0.033
O 0.1398 -0.7740 -5.8757 -0.084
H 0.2865 2.4450 -6.9506 0.078
H -0.7204 1.1498 -7.7531 0.087
H 1.0180 1.0689 -7.6723 0.092
H 0.9478 0.9310 -5.1527 0.095
H -1.0666 0.5380 -3.9632 0.055
H -2.0169 0.6534 -5.4634 0.090
H -1.2683 2.1083 -4.7329 0.079
H 0.8540 -1.0206 -6.4784 0.087
```

Summary:
**Frontier orbital gap (spin up / spin down)**: 0.36386 / 0.26633 Eh
**Energy relative to the best compared isomer or geometry (same formula, charge and spin)**: 0.080 eV
**Spin multiplicity**: 6
**Total charge**: +1
**Total energy**: -98065.0593 eV

# 2
Formula: C20H70N14O15
Source: the OMol25 dataset
Level of theory: ωB97M-V with the def2-TZVPD basis set

Structure (XYZ):
```
119
Properties=species:S:1:pos:R:3:lowdin_charge:R:1
C 2.0169 3.5625 1.9433 -0.057
C 1.1619 2.6245 1.0713 -0.351
O 1.9549 1.9485 0.1993 -0.078
H 2.8669 3.0605 2.4633 0.072
H 1.4749 4.1585 2.6623 0.064
H 2.4799 4.2875 1.3343 0.046
H 0.3569 3.1615 0.5643 0.125
H 0.6849 1.8695 1.7153 0.065
H 1.5919 1.0475 0.0513 -0.007
C 0.3259 -0.2605 -6.0547 -0.080
C 0.2259 -0.4365 -4.5357 -0.324
O -1.0831 -0.8655 -4.1777 -0.102
H 0.3339 -1.2465 -6.5077 0.059
H 1.2709 0.1255 -6.2867 0.025
H -0.4981 0.3385 -6.5217 0.096
H 0.3539 0.5625 -4.2167 0.069
H 1.0119 -1.0935 -4.1287 0.098
H -1.1851 -0.6355 -3.2327 0.026
C -2.4061 -3.2975 1.9413 -0.054
C -2.5471 -2.1945 2.9433 -0.311
O -1.3251 -1.7575 3.4543 -0.096
H -1.7441 -2.8795 1.1303 0.066
H -3.3391 -3.5895 1.6393 0.047
H -1.9061 -4.1515 2.3863 0.071
H -3.2251 -2.5775 3.7013 0.125
H -3.0321 -1.4005 2.4073 0.088
H -1.5281 -1.1545 4.1853 0.100
C 2.6179 0.9105 4.8543 -0.067
C 1.6239 0.2125 3.9503 -0.311
O 2.0029 -1.1475 3.7983 -0.136
H 2.5419 0.4945 5.8803 0.089
H 2.6219 2.0405 4.7283 0.103
H 3.6309 0.5465 4.6583 0.069
H 1.5879 0.6165 2.9753 0.071
H 0.6399 0.2465 4.4713 0.120
H 1.9439 -1.6155 4.6403 0.109
C 3.4729 4.7665 -2.4037 -0.064
C 1.9229 4.5335 -2.2067 -0.312
O 1.4279 3.3845 -2.8287 -0.098
H 3.5369 4.8135 -3.4817 0.054
H 4.1059 3.9215 -1.9947 0.091
H 3.7769 5.7115 -1.9587 0.058
H 1.3579 5.4105 -2.4187 0.100
H 1.8559 4.3895 -1.1507 0.071
H 1.6569 2.5795 -2.3947 0.003
C 3.6909 -1.0575 0.9923 -0.553
O 4.0139 -0.8745 -0.3807 -0.118
N 3.1469 -2.1185 1.4903 0.134
N 3.9209 -0.1975 1.9043 0.213
H 2.8629 -2.8325 0.7913 0.146
H 3.1209 -2.4115 2.4883 0.136
H 4.1749 0.7565 1.6263 0.150
H 3.4069 -0.3345 2.7733 0.065
C 0.8979 -3.1105 -1.6587 -0.540
O 1.9099 -2.1145 -1.8487 -0.127
N 0.6489 -3.9545 -2.5917 0.199
N 0.1849 -3.2065 -0.5397 0.114
H 1.2019 -3.7475 -3.4127 0.136
H -0.2111 -4.4795 -2.6477 0.117
H 0.3439 -2.4595 0.1903 0.056
H -0.3701 -4.0145 -0.2097 0.142
C -0.0391 -0.4225 0.5133 -0.459
O -1.3941 0.0815 0.5973 -0.156
N 0.4979 -1.2745 1.3803 0.144
N 0.7899 -0.1205 -0.5027 0.162
H -0.0471 -1.2835 2.2783 0.095
H 1.5209 -1.4855 1.5143 0.074
H 0.2939 0.5445 -1.1787 0.106
H 1.5349 -0.6605 -0.9237 0.063
C 3.3209 0.5245 -3.3377 -0.625
O 2.3499 1.0395 -2.5827 -0.081
N 3.5609 0.9205 -4.5267 0.158
N 4.3569 -0.1565 -2.8177 0.142
H 2.9049 1.5985 -5.0497 0.172
H 4.4169 0.5415 -4.9497 0.120
H 4.3179 -0.4015 -1.7607 0.050
H 5.0499 -0.5755 -3.4397 0.101
C -2.9851 -1.8995 -2.1607 -0.612
O -3.8201 -0.7675 -2.2867 -0.140
N -1.8411 -1.7575 -1.5557 0.164
N -3.1821 -3.0855 -2.6137 0.158
H -1.7251 -0.8235 -1.0767 0.096
H -1.1401 -2.4685 -1.2837 0.049
H -4.1051 -3.1345 -3.1107 0.145
H -2.3771 -3.6165 -3.0577 0.136
C -1.8891 2.2155 -2.4377 -0.476
O -0.8851 1.2265 -2.2307 -0.138
N -3.1791 2.0275 -2.4797 0.157
N -1.4941 3.4805 -2.5207 0.187
H -3.4311 1.0375 -2.5407 0.083
H -3.8371 2.7205 -2.8307 0.149
H -0.4931 3.7145 -2.4397 0.091
H -2.1871 4.1805 -2.7037 0.109
C -4.3521 2.3605 0.9233 -0.668
O -5.3401 3.1655 0.3093 -0.199
N -4.1011 2.2945 2.1753 0.158
N -3.5881 1.6135 0.2483 0.164
H -4.5711 2.9995 2.8343 0.157
H -3.3211 1.8155 2.5953 0.053
H -3.5541 1.8335 -0.7797 0.084
H -2.8601 0.9925 0.6613 0.074
C -1.3051 2.3445 3.8063 -0.128
O -1.5991 1.2055 3.0273 -0.174
H -0.9311 3.1055 3.0633 0.105
H -0.4721 2.1515 4.4233 0.040
H -2.1791 2.5625 4.4443 0.100
H -0.8731 1.1185 2.3923 0.030
C 1.0849 -4.4285 3.1333 -0.157
O 0.3329 -5.5395 3.6553 -0.127
H 2.1089 -4.6875 3.3853 0.071
H 0.9549 -3.5625 3.8523 0.075
H 0.9259 -4.0965 2.1123 0.056
H 0.6519 -5.7035 4.5623 0.089
C -5.0571 -1.1285 0.3193 -0.154
O -5.5581 -1.7985 1.4743 -0.131
H -5.4901 -0.1535 0.0323 0.089
H -5.1441 -1.7735 -0.5437 0.061
H -4.0441 -0.9275 0.5513 0.028
H -6.1411 -2.5445 1.2403 0.082
```

Summary:
**Frontier orbital gap**: 0.26394 Eh
**Energy relative to the best compared isomer or geometry (same formula, charge and spin)**: 1.096 eV
**Total energy**: -73444.5428 eV